P) Density functional theory data (ωB97M-V/def2-TZVPD) for C39H41BrN4SScSi2 as an isolated structure.

The geometry in ORCA input format:
```
! wB97M-V def2-TZVPD RIJCOSX def2/J DEFGRID3
* xyz -1 1
Sc 0.51 0.25 0.01
C -0.04 -0.52 3.99
Si 0.03 1.27 3.38
C 0.75 2.33 4.76
C -1.83 1.71 3.24
C -2.35 2.52 4.25
C -3.72 2.74 4.40
C -4.60 2.12 3.52
C -4.10 1.32 2.51
C -2.72 1.10 2.34
Si -2.19 0.03 0.84
C -3.07 -1.66 1.22
C -3.32 0.77 -0.53
H -0.80 -0.59 4.77
H 0.92 -0.84 4.41
H -0.31 -1.20 3.18
H 0.29 2.14 5.73
H 0.67 3.39 4.53
H 1.81 2.09 4.84
H -1.69 3.01 4.95
H -4.09 3.38 5.19
H -5.67 2.28 3.61
H -4.79 0.86 1.81
H -4.16 -1.54 1.22
H -2.78 -2.02 2.21
H -2.84 -2.43 0.49
H -4.35 0.40 -0.45
H -2.97 0.54 -1.54
H -3.36 1.86 -0.43
Br -0.45 2.86 -0.32
C 0.93 3.66 0.78
C 1.11 5.04 0.62
C 2.12 5.60 1.39
C 2.93 4.82 2.19
C 2.78 3.41 2.28
C 3.71 2.57 2.90
C 3.52 1.15 2.85
C 2.39 0.58 2.38
C 1.20 1.39 1.90
C 1.61 2.83 1.63
H 0.50 5.61 -0.06
H 2.29 6.68 1.35
H 3.73 5.28 2.76
H 4.60 3.00 3.35
H 4.33 0.51 3.19
H 2.33 -0.50 2.38
N 3.57 1.56 -0.29
C 4.84 1.35 -0.65
C 4.88 0.13 -1.30
C 3.56 -0.33 -1.27
N 2.78 0.55 -0.64
H 3.21 2.28 0.33
H 5.61 2.06 -0.40
H 5.74 -0.35 -1.73
H 3.14 -1.24 -1.66
C -2.23 -5.18 -1.42
C -0.94 -4.49 -1.66
C -0.24 -4.50 -2.83
C 0.96 -3.77 -2.90
N 1.46 -3.12 -1.86
C 0.76 -3.09 -0.72
S 1.29 -2.27 0.67
N -0.41 -3.78 -0.64
C 1.73 -3.66 -4.17
H -2.54 -5.73 -2.31
H -3.00 -4.45 -1.17
H -2.15 -5.87 -0.58
H -0.63 -5.03 -3.70
H -0.93 -3.67 0.23
H 1.34 -4.32 -4.95
H 2.78 -3.88 -3.98
H 1.67 -2.63 -4.52
C -2.87 -2.30 -4.26
C -2.87 -2.09 -2.87
C -1.84 -1.42 -2.28
C -0.76 -0.86 -3.02
C 0.26 -0.09 -2.35
C 1.17 0.50 -3.22
C 1.17 0.32 -4.62
C 0.22 -0.46 -5.22
C -0.79 -1.05 -4.43
C -1.84 -1.80 -5.02
H -3.68 -2.84 -4.73
H -3.70 -2.44 -2.27
H -1.83 -1.25 -1.20
H 1.96 1.13 -2.82
H 1.93 0.80 -5.22
H 0.20 -0.60 -6.30
H -1.84 -1.93 -6.09
*
```

Results of the Löwdin charge analysis, in e, for atoms 1 through 4:
1 Sc 0.56
2 C -0.17
3 Si 0.56
4 C -0.16


Q) Density functional theory data (ωB97M-V/def2-TZVPD) for C39H41BrN4SScSi2 as an isolated structure.

The geometry in ORCA input format:
```
! wB97M-V def2-TZVPD RIJCOSX def2/J DEFGRID3
* xyz -1 1
Sc -0.17 0.06 0.05
C 1.24 -0.79 -3.59
Si 1.87 -0.41 -1.83
C 3.19 -1.82 -1.61
C 3.03 1.07 -2.09
C 4.07 0.99 -3.04
C 4.96 2.04 -3.25
C 4.81 3.21 -2.51
C 3.79 3.31 -1.57
C 2.89 2.26 -1.34
Si 1.52 2.49 -0.01
C 0.83 4.20 -0.56
C 2.58 3.00 1.49
H 2.06 -0.81 -4.31
H 0.51 -0.03 -3.91
H 0.73 -1.77 -3.61
H 3.61 -2.10 -2.58
H 2.77 -2.73 -1.15
H 4.03 -1.48 -0.98
H 4.19 0.08 -3.63
H 5.76 1.95 -3.98
H 5.50 4.05 -2.66
H 3.68 4.24 -1.01
H 1.39 5.02 -0.07
H -0.23 4.33 -0.32
H 0.94 4.32 -1.65
H 3.20 3.88 1.24
H 3.26 2.19 1.80
H 1.95 3.25 2.35
Br 0.01 -3.18 -0.79
C -1.59 -3.68 0.10
C -2.00 -4.97 -0.08
C -3.16 -5.43 0.57
C -3.86 -4.58 1.38
C -3.44 -3.24 1.57
C -4.17 -2.38 2.44
C -3.75 -1.10 2.61
C -2.62 -0.62 1.92
C -1.83 -1.37 1.07
C -2.27 -2.73 0.92
H -1.42 -5.63 -0.71
H -3.49 -6.45 0.43
H -4.75 -4.92 1.90
H -5.05 -2.77 2.95
H -4.30 -0.44 3.29
H -2.34 0.41 2.10
N 2.63 -0.94 1.49
C 3.30 -1.16 2.63
C 2.35 -1.38 3.61
C 1.12 -1.25 2.95
N 1.30 -0.99 1.66
H 2.99 -0.76 0.57
H 4.38 -1.15 2.66
H 2.52 -1.57 4.66
H 0.11 -1.35 3.33
C -4.94 3.49 2.92
C -3.56 3.76 3.42
C -3.22 4.78 4.25
C -1.86 4.89 4.63
N -0.95 4.03 4.28
C -1.30 2.97 3.47
S -0.27 1.73 3.04
N -2.60 2.93 3.02
C -1.41 6.02 5.50
H -5.65 4.19 3.35
H -5.24 2.47 3.18
H -4.97 3.57 1.83
H -3.96 5.49 4.59
H -2.84 2.16 2.41
H -2.25 6.62 5.85
H -0.73 6.65 4.93
H -0.85 5.62 6.35
C -3.62 4.62 -1.46
C -2.83 4.21 -0.36
C -2.27 2.96 -0.35
C -2.45 2.04 -1.41
C -1.82 0.75 -1.36
C -2.07 -0.07 -2.44
C -2.87 0.31 -3.54
C -3.45 1.54 -3.58
C -3.26 2.45 -2.51
C -3.83 3.75 -2.51
H -4.04 5.62 -1.49
H -2.64 4.91 0.45
H -1.61 2.66 0.47
H -1.63 -1.07 -2.46
H -3.02 -0.39 -4.36
H -4.06 1.85 -4.43
H -4.43 4.05 -3.36
*
```

Results of the Löwdin charge analysis, in e, for atoms 1 through 4:
1 Sc 0.61
2 C -0.26
3 Si 0.46
4 C -0.28


Decreasing stability: P), Q)


P) Density functional theory data (ωB97M-V/def2-TZVPD) for one molecule with the formula C2H2N2O3.

The geometry in ORCA input format:
```
! wB97M-V def2-TZVPD RIJCOSX def2/J DEFGRID3
* xyz 0 1
C -0.07 -0.05 -0.02
C -0.99 0.59 0.80
N 0.68 -0.97 0.69
N 0.19 0.49 -1.22
O -1.00 1.86 0.91
O 0.82 -2.21 0.05
O -0.55 0.62 -2.22
H 1.36 -2.62 0.74
H -0.44 2.28 0.27
*
```

Results of the natural (NBO) charge analysis, in e, for atoms 1 through 4:
1 C -0.05
2 C 0.36
3 N -0.04
4 N 0.08


Q) Density functional theory data (ωB97M-V/def2-TZVPD) for one molecule with the formula C2H2N2O3.

The geometry in ORCA input format:
```
! wB97M-V def2-TZVPD RIJCOSX def2/J DEFGRID3
* xyz 0 1
C 0.25 1.02 -0.06
C -1.54 -0.19 0.02
H 2.16 -1.17 0.06
H 0.97 1.81 -0.35
N 0.67 -0.33 -0.44
N -0.94 1.20 0.25
O 1.58 -0.68 0.53
O -2.66 -0.67 0.20
O -0.48 -1.00 -0.20
*
```

Results of the natural (NBO) charge analysis, in e, for atoms 1 through 4:
1 C 0.24
2 C 0.83
3 H 0.47
4 H 0.21


Decreasing stability: Q), P)


P) Density functional theory data (ωB97M-V/def2-TZVPD) for C2H2N2O3 as an isolated structure.

The geometry in ORCA input format:
```
! wB97M-V def2-TZVPD RIJCOSX def2/J DEFGRID3
* xyz 0 1
C -1.69 0.05 -0.07
C 0.32 0.75 0.14
H 2.04 -0.45 -0.80
H -2.69 -0.32 -0.20
N 0.32 -0.70 0.51
N -1.02 1.14 -0.01
O 1.44 -1.34 -0.12
O -1.05 -1.02 -0.15
O 1.34 1.46 -0.09
*
```

Results of the natural (NBO) charge analysis, in e, for atoms 1 through 4:
1 C 0.45
2 C 0.70
3 H 0.49
4 H 0.22


Q) Density functional theory data (ωB97M-V/def2-TZVPD) for one molecule with the formula C2H2N2O3.

The geometry in ORCA input format:
```
! wB97M-V def2-TZVPD RIJCOSX def2/J DEFGRID3
* xyz 0 1
C 1.02 -1.20 1.15
C -0.28 0.48 0.16
N 2.09 -1.23 1.61
N -0.71 0.43 -1.23
O -1.85 0.92 -1.40
O -0.01 -0.03 -2.05
O -0.20 -1.09 0.72
H 0.76 0.78 0.15
H -0.82 0.94 0.90
*
```

Results of the natural (NBO) charge analysis, in e, for atoms 1 through 4:
1 C 0.52
2 C 0.07
3 N -0.40
4 N 0.49


Decreasing stability: P), Q)


P) Density functional theory data (ωB97M-V/def2-TZVPD) for one molecule with the formula C5H5N.

The geometry in ORCA input format:
```
! wB97M-V def2-TZVPD RIJCOSX def2/J DEFGRID3
* xyz 0 1
C 1.72 0.08 0.23
C 2.30 0.97 0.99
C 0.38 0.32 -0.43
C -0.76 -0.31 0.39
C -2.04 -0.22 -0.34
N -3.01 -0.14 -0.95
H 2.25 -0.87 0.12
H 0.19 1.40 -0.52
H 0.39 -0.09 -1.45
H -0.56 -1.36 0.61
H -0.85 0.21 1.34
*
```

Results of the natural (NBO) charge analysis, in e, for atoms 1 through 4:
1 C -0.60
2 C 0.27
3 C -0.39
4 C -0.50


Q) Density functional theory data (ωB97M-V/def2-TZVPD) for C5H5N as an isolated structure.

The geometry in ORCA input format:
```
! wB97M-V def2-TZVPD RIJCOSX def2/J DEFGRID3
* xyz 0 1
C -0.34 1.26 0.09
C -1.34 0.41 0.31
C -0.58 -0.73 -0.29
N 0.19 -1.57 0.65
C 1.21 -0.82 0.43
C 0.67 0.29 -0.45
H -0.26 2.34 0.17
H -2.26 0.47 0.89
H -0.85 -1.20 -1.22
H 2.23 -1.07 0.68
H 1.33 0.63 -1.26
*
```

Results of the natural (NBO) charge analysis, in e, for atoms 1 through 4:
1 C -0.15
2 C -0.22
3 C -0.04
4 N -0.39


Decreasing stability: Q), P)


P) Density functional theory data (ωB97M-V/def2-TZVPD) for a 2-piece molecular cluster, C5H5N overall.

The geometry in ORCA input format:
```
! wB97M-V def2-TZVPD RIJCOSX def2/J DEFGRID3
* xyz 0 1
C 1.34 0.03 -0.06
C 0.33 0.78 0.00
C -2.45 -0.05 -0.12
C 2.42 -0.71 -0.07
C -0.75 1.53 0.03
N -2.30 -1.19 0.03
H 2.92 -0.99 -0.98
H 2.84 -1.10 0.85
H -1.13 1.99 -0.86
H -1.18 1.84 0.97
H -2.03 -2.13 0.21
*
```

Results of the natural (NBO) charge analysis, in e, for atoms 1 through 4:
1 C 0.00
2 C -0.06
3 C 0.30
4 C -0.45


Q) Density functional theory data (ωB97M-V/def2-TZVPD) for one molecule with the formula C5H5N.

The geometry in ORCA input format:
```
! wB97M-V def2-TZVPD RIJCOSX def2/J DEFGRID3
* xyz 0 1
C -0.52 0.50 -1.25
C -0.56 0.27 0.25
C 0.24 -0.81 -0.99
C 1.32 -1.40 -1.48
C -0.87 1.23 1.33
N -0.43 -1.02 0.38
H 1.87 -2.16 -0.90
H 1.80 -1.01 -2.39
H -1.79 1.98 1.31
H -0.07 1.82 1.47
H -1.00 0.59 2.26
*
```

Results of the natural (NBO) charge analysis, in e, for atoms 1 through 4:
1 C 0.14
2 C 0.12
3 C -0.02
4 C -0.45


R) Density functional theory data (ωB97M-V/def2-TZVPD) for one molecule with the formula C5H5N.

The geometry in ORCA input format:
```
! wB97M-V def2-TZVPD RIJCOSX def2/J DEFGRID3
* xyz 0 1
C -0.23 1.14 0.02
C -1.30 0.31 0.31
C -0.96 -1.02 0.00
N 0.21 -1.52 0.34
C 1.24 -0.70 0.25
C 1.02 0.57 -0.27
H -0.35 2.22 -0.01
H -2.27 0.60 0.70
H -1.33 -1.52 -0.89
H 2.22 -1.12 0.47
H 1.74 1.04 -0.92
*
```

Results of the natural (NBO) charge analysis, in e, for atoms 1 through 4:
1 C -0.18
2 C -0.30
3 C 0.11
4 N -0.41


Decreasing stability: R), P), Q)